DFT (wB97M-V/def2-TZVPD) results for one molecule with the formula C6H16N2 at a distorted geometry.

Element x y z (Å)
C1 -3.189 -0.246 0.171
C2 -1.946 0.419 0.752
C3 -0.790 0.466 -0.143
C4 -0.274 1.915 -0.555
N1 0.161 -0.420 0.584
C5 1.003 -1.101 -0.442
C6 2.563 -1.367 0.130
N2 3.227 -0.109 -0.143
H1 -3.896 0.493 -0.421
H2 -3.063 -1.188 -0.374
H3 -3.864 -0.353 1.076
H4 -2.284 1.357 1.173
H5 -1.925 -0.167 1.704
H6 -0.919 -0.099 -1.078
H7 -0.086 1.865 -1.654
H8 -0.939 2.687 -0.155
H9 0.645 2.175 -0.006
H10 0.757 0.091 1.304
H11 0.661 -2.117 -0.774
H12 0.979 -0.494 -1.380
H13 2.537 -1.584 1.173
H14 2.974 -2.297 -0.355
H15 3.767 -0.089 -1.082
H16 3.903 0.164 0.493

Output
SMILES: CC[C@@H](C)NCCN
calculated total energy: -9459.3178 eV
energy above the lowest of the compared OMol25 structures with the same formula, charge and spin: 63.6 kcal per mole
HOMO: -8.27 eV